1.
# C3H5N3O

The molecule C3H5N3O at a distorted geometry (ωB97M-V/def2-TZVPD, OMol25).

Geometry as XYZ:
```
12
Properties=species:S:1:pos:R:3:nbo_charge:R:1
C -2.18 0.15 0.09 -0.433
N -1.08 -0.74 -0.07 -0.497
C 0.13 -0.32 0.05 0.504
N 0.73 1.03 -0.04 -0.498
C 1.95 0.82 0.01 0.394
O 2.42 -0.48 0.12 -0.327
N 1.20 -1.23 0.08 -0.339
H -1.75 1.19 0.00 0.182
H -2.81 0.13 -0.77 0.204
H -2.66 0.04 1.13 0.206
H 2.85 1.43 -0.10 0.202
H 1.20 -2.03 -0.51 0.402
```

The value obtained for the total energy is -9707.05138 eV. The calculation puts the relative energy (zero: lowest compared OMol25 entry of this formula, charge and spin) at 340.8 kJ/mol. As for the net charge: 0. Its multiplicity is 1. Its HOMO energy is -8.9 eV. As for the HOMO-LUMO gap: 9.6968 eV.

2.
# C3H5N3O

The molecule C3H5N3O at a distorted geometry (ωB97M-V/def2-TZVPD, OMol25).

Geometry as XYZ:
```
12
Properties=species:S:1:pos:R:3:nbo_charge:R:1
N 2.08 0.62 -0.10 -0.794
C 0.75 0.28 0.04 0.314
C 0.24 -1.07 -0.15 0.080
N -1.04 -1.04 -0.03 -0.472
C -1.49 0.62 0.14 0.372
O -2.55 0.96 0.74 -0.721
N -0.18 1.15 0.26 -0.416
H 2.74 -0.07 0.22 0.381
H 2.27 1.54 0.27 0.403
H 0.82 -1.95 -0.46 0.212
H -1.63 -1.86 -0.11 0.413
H -2.00 0.83 -0.81 0.229
```

The value obtained for the total energy is -9706.86309 eV. The calculation puts the relative energy (zero: lowest compared OMol25 entry of this formula, charge and spin) at 359.0 kJ/mol. As for the net charge: 0. Its multiplicity is 1. Its HOMO energy (alpha / beta) is -7.6 / -7.6 eV. As for the HOMO-LUMO gap (alpha / beta): 6.8386 / 6.8415 eV.

3.
# C3H5N3O

The molecule C3H5N3O at a distorted geometry (ωB97M-V/def2-TZVPD, OMol25).

Geometry as XYZ:
```
12
Properties=species:S:1:pos:R:3:nbo_charge:R:1
C -2.06 -0.06 -0.02 -0.388
N -0.54 -0.16 -0.07 -0.150
C 0.48 0.64 0.02 -0.166
C 1.66 -0.13 -0.04 0.348
O 3.01 -0.11 -0.08 -0.639
N 1.16 -1.37 0.00 -0.282
N -0.13 -1.38 -0.04 -0.084
H -2.18 0.95 -0.06 0.197
H -2.34 -0.44 1.04 0.228
H -2.68 -0.48 -0.83 0.235
H 0.27 1.76 -0.25 0.214
H 3.34 0.77 0.34 0.486
```

The value obtained for the total energy is -9707.09635 eV. The calculation puts the relative energy (zero: lowest compared OMol25 entry of this formula, charge and spin) at 336.5 kJ/mol. As for the net charge: 0. Its multiplicity is 1. Its HOMO energy is -8.9 eV. As for the HOMO-LUMO gap: 9.5624 eV.

4.
# C3H5N3O

The molecule C3H5N3O (ωB97M-V/def2-TZVPD, OMol25).

Geometry as XYZ:
```
12
Properties=species:S:1:pos:R:3:nbo_charge:R:1
N -0.04 -0.70 1.89 -0.811
C -0.18 0.13 0.81 0.367
C -0.47 -0.87 -1.97 -0.036
N 0.47 -0.01 -1.63 -0.621
C 0.87 0.27 -0.29 0.661
O 1.89 0.87 -0.08 -0.518
N -0.99 1.09 0.63 -0.686
H -0.60 -0.46 2.70 0.392
H 0.61 -1.46 2.03 0.411
H -0.54 -0.81 -3.08 0.109
H 0.99 0.61 -2.26 0.391
H -1.53 1.38 1.44 0.342
```

The value obtained for the total energy is -9707.06881 eV. The calculation puts the relative energy (zero: lowest compared OMol25 entry of this formula, charge and spin) at 339.1 kJ/mol. As for the net charge: 0. Its multiplicity is 1. Its HOMO energy is -9.0 eV. As for the HOMO-LUMO gap: 9.3504 eV.

5.
# C3H5N3OS

The molecule C3H5N3OS at a distorted geometry (ωB97M-V/def2-TZVPD, OMol25).

Geometry as XYZ:
```
13
Properties=species:S:1:pos:R:3:nbo_charge:R:1
H 0.62 -2.10 -0.37 0.399
N -0.10 -1.45 -0.85 -0.704
C -0.16 -0.24 -0.57 0.366
N 0.28 0.49 0.54 -0.504
N 1.58 0.05 0.88 -0.251
C 2.11 0.64 1.92 -0.132
S -1.16 1.00 -1.57 0.128
C -2.46 -0.28 -1.69 0.263
O -3.24 -0.22 -2.64 -0.527
H 0.11 1.48 0.54 0.384
H 3.21 0.15 2.15 0.212
H 1.70 1.59 2.40 0.181
H -2.49 -1.11 -0.74 0.185
```

The value obtained for the total energy is -20541.66806 eV. The calculation puts the relative energy (zero: lowest compared OMol25 entry of this formula, charge and spin) at 385.1 kJ/mol. As for the net charge: 0. Its multiplicity is 1. Its HOMO energy is -9.6 eV. As for the HOMO-LUMO gap: 9.8902 eV.

6.
# C3H5N3OS

The molecule C3H5N3OS at a distorted geometry (ωB97M-V/def2-TZVPD, OMol25).

Geometry as XYZ:
```
13
Properties=species:S:1:pos:R:3:nbo_charge:R:1
N 2.30 0.22 -0.13 -0.802
C 1.04 -0.28 -0.16 0.489
N 0.68 -1.62 0.18 -0.509
C -0.77 -1.56 0.24 -0.072
C -1.15 -0.30 -0.18 -0.123
S -2.89 0.02 -0.04 0.015
N -0.09 0.59 -0.09 -0.132
O -0.29 1.98 0.28 -0.504
H 3.03 -0.37 -0.19 0.394
H 2.60 1.10 -0.70 0.399
H -1.40 -2.50 0.61 0.241
H -2.98 0.63 -1.23 0.120
H -0.08 2.09 1.41 0.484
```

The value obtained for the total energy is -20540.57902 eV. The calculation puts the relative energy (zero: lowest compared OMol25 entry of this formula, charge and spin) at 490.2 kJ/mol. As for the net charge: 0. Its multiplicity is 1. Its HOMO energy is -7.7 eV. As for the HOMO-LUMO gap: 7.7655 eV.